92
Properties=species:S:1:pos:R:3 method="wB97M-V/def2-TZVPD" e_homo_ha=-0.105 orbital_gap_ev=3.39 total_charge=-1 e_above_lowest_kcal_mol=22.9
Cd -0.2111 0.7566 -0.1431
Cl -5.1253 0.2904 5.4849
C -4.0043 -0.2055 4.2836
C -2.8036 -0.8583 4.7562
C -1.7454 -0.7719 3.9181
C -1.7657 -0.3109 2.5418
O -0.7124 -0.3913 1.8083
C -3.1243 0.0656 2.0396
C -3.4128 0.3518 0.6518
N -2.5293 0.5568 -0.3234
C -2.9630 0.5033 -1.6462
C -4.3320 0.4173 -1.9643
C -4.7459 0.3070 -3.3033
C -3.8289 0.1573 -4.3322
C -2.4109 0.1932 -4.0932
C -1.4381 0.1189 -5.1330
C -0.1278 0.2534 -4.8093
C 0.2358 0.4299 -3.4456
N -0.6597 0.4947 -2.4772
C -2.0068 0.3779 -2.7273
C -4.1857 0.2213 2.9475
H -2.7886 -1.2862 5.7658
H -0.7724 -1.1253 4.2760
H -4.4577 0.5851 0.4816
H -5.0634 0.4288 -1.1491
H -5.7892 0.2273 -3.5613
H -4.1911 0.0411 -5.3590
H -1.8137 -0.1158 -6.1245
H 0.7018 0.2458 -5.5356
H 1.2353 0.5233 -3.0973
H -5.1935 0.4999 2.6940
S 2.2756 0.4721 -0.3289
C 2.7871 1.9225 0.4503
N 4.1072 2.1732 0.6672
N 5.0540 1.3874 0.0665
C 6.1725 0.9726 0.8110
C 6.1840 1.3216 2.2000
C 7.2098 0.8852 3.0096
C 8.2715 0.1290 2.4684
C 8.2292 -0.2529 1.1261
C 7.2276 0.2173 0.2658
N 1.9774 2.8013 1.0849
N 0.6914 2.6547 1.2483
C 0.1013 3.4424 2.1999
C -1.3039 3.5566 2.3415
C -1.8613 4.4052 3.3378
C -1.0515 5.0646 4.2588
C 0.3554 4.9364 4.1098
C 0.8812 4.1954 3.1096
H 4.8855 1.0791 -0.8827
H 5.3665 1.9184 2.6074
H 7.2035 1.0458 4.0605
H 9.0670 -0.2162 3.1105
H 9.0614 -0.8039 0.6629
H 7.2975 -0.0475 -0.7727
H -2.0098 3.0605 1.6456
H -2.9479 4.4646 3.4594
H -1.4948 5.6581 5.0544
H 0.9224 5.4891 4.8323
H 1.9534 4.0593 3.0925
Br 1.7961 3.5410 -3.3685
C 0.3992 4.7066 -2.9029
C 0.5644 6.1008 -3.0422
C -0.4794 6.9313 -2.6017
C -1.6555 6.3455 -2.0732
C -1.7016 4.9577 -1.9879
N -0.6993 4.1759 -2.3778
H 1.5318 6.4110 -3.5014
H -0.3973 8.0038 -2.6511
H -2.4564 6.9103 -1.6609
H -2.4946 4.3760 -1.5314
C 0.3503 -9.1220 -0.5886
C -0.1021 -7.6448 -0.6258
C 0.4201 -6.6963 0.2937
C -0.0275 -5.3682 0.2841
C 0.4105 -4.4365 1.3913
C -0.9771 -4.8777 -0.6823
Se -1.5733 -3.1124 -0.5880
C -1.3693 -5.8400 -1.6770
C -2.2635 -5.4002 -2.8215
C -0.9134 -7.1354 -1.6377
H 0.5286 -9.4093 0.4520
H 1.2144 -9.3818 -1.2017
H -0.4412 -9.7448 -0.9978
H 1.1266 -7.0178 1.0667
H 1.0760 -4.9634 2.0655
H -0.5077 -4.1476 1.9332
H 0.8527 -3.4888 1.0525
H -1.8873 -4.5008 -3.3253
H -3.2515 -5.1724 -2.4611
H -2.3130 -6.1761 -3.5847
H -1.3434 -7.7971 -2.3700

***

95
Properties=species:S:1:pos:R:3 method="wB97M-V/def2-TZVPD" s2=0.766 e_homo_ha="-0.379 / -0.379" orbital_gap_ev="6.42 / 6.98" total_charge=+1 e_above_lowest_kcal_mol=41.7 multiplicity=2
Cr -0.7393 -0.5982 -0.2484
I 0.9682 -1.6305 -7.2114
C 1.0523 -1.3543 -5.1295
C 1.5396 -2.3607 -4.3174
C 1.5479 -2.1808 -2.9446
I 2.0626 -3.7873 -1.7088
C 1.0977 -0.9888 -2.3505
O 1.0065 -0.8062 -1.0284
C 0.6239 0.0165 -3.2139
C 0.2092 1.3003 -2.5703
N -0.8459 1.1517 -1.5289
C -0.8873 2.3847 -0.7133
C -1.2577 2.1065 0.7096
C -1.8447 3.0753 1.5071
C -2.1248 2.7860 2.8322
C -1.8116 1.5200 3.3049
C -1.2180 0.6169 2.4490
N -0.9284 0.8935 1.1690
C 0.5858 -0.1710 -4.5815
H 1.8796 -3.2959 -4.7397
H -0.1042 2.0253 -3.3252
H 1.0895 1.6926 -2.0567
H -1.7392 1.0417 -2.0043
H -1.5437 3.1405 -1.1480
H 0.1232 2.8013 -0.6914
H -2.0676 4.0489 1.0916
H -2.5901 3.5247 3.4701
H -2.0187 1.2357 4.3265
H -0.9582 -0.3705 2.8003
H 0.1943 0.6085 -5.2233
F 0.9516 -4.2115 6.0912
C 1.2572 -3.2757 5.2105
C 2.2418 -2.3486 5.4832
F 2.8942 -2.3949 6.6321
C 2.5533 -1.3802 4.5434
F 3.5397 -0.5528 4.8639
C 1.9138 -1.2796 3.3103
P 2.2383 0.1043 2.1141
C 3.8565 -0.4039 1.4389
C 4.6020 0.5726 0.7733
C 5.7968 0.2446 0.1564
C 6.2450 -1.0699 0.1673
C 5.5001 -2.0451 0.8078
C 4.3105 -1.7162 1.4437
C 2.7088 1.5225 3.2012
C 1.6679 2.3716 3.5761
C 1.9052 3.5062 4.3392
C 3.1975 3.8118 4.7325
C 4.2426 2.9758 4.3630
C 4.0060 1.8452 3.5991
C 0.9308 -2.2539 3.0491
Br -0.0749 -2.5204 1.4165
C 0.6092 -3.2223 3.9911
F -0.3429 -4.1158 3.7296
H 4.2491 1.5976 0.7566
H 6.3785 1.0138 -0.3348
H 7.1692 -1.3311 -0.3306
H 5.8359 -3.0740 0.8032
H 3.7418 -2.4918 1.9418
H 0.6566 2.1367 3.2741
H 1.0793 4.1469 4.6221
H 3.3903 4.6986 5.3215
H 5.2530 3.2026 4.6776
H 4.8345 1.2053 3.3321
C -5.5042 -2.2400 -4.0355
C -4.9915 -3.3980 -3.1839
N -3.5530 -3.3088 -2.9069
C -2.6747 -4.2398 -3.6124
C -2.3148 -3.7840 -5.0231
C -3.1038 -2.4258 -2.0148
S -1.3838 -2.2332 -1.8918
N -4.0241 -1.7272 -1.3501
C -3.7955 -0.8814 -0.3732
O -2.6677 -0.5629 0.1411
C -4.9978 -0.2022 0.1696
C -6.2811 -0.6717 -0.1007
C -7.3838 0.0185 0.3715
C -7.2146 1.1834 1.1080
C -5.9378 1.6530 1.3848
C -4.8338 0.9577 0.9249
H -6.5468 -2.4156 -4.3011
H -4.9288 -2.1515 -4.9567
H -5.4404 -1.3021 -3.4866
H -5.1624 -4.3374 -3.7066
H -5.5309 -3.4226 -2.2386
H -3.1928 -5.1987 -3.6534
H -1.7672 -4.3689 -3.0275
H -3.2027 -3.6928 -5.6490
H -1.6569 -4.5242 -5.4783
H -1.7936 -2.8261 -4.9989
H -6.3932 -1.5786 -0.6770
H -8.3797 -0.3438 0.1551
H -8.0793 1.7268 1.4657
H -5.8052 2.5663 1.9508
H -3.8317 1.3075 1.1271

***

97
Properties=species:S:1:pos:R:3 method="wB97M-V/def2-TZVPD" e_homo_ha=-0.384 orbital_gap_ev=6.91 total_charge=+1 e_above_lowest_kcal_mol=0.0
Y 0.5554 0.5156 -0.0014
C -2.1522 -0.1747 3.8887
Sb -0.5378 -0.8612 2.6948
C -1.2589 -2.7996 2.1874
C 0.8545 -1.3845 4.2756
C 1.4030 -0.1647 4.9630
C 0.5765 0.5068 5.8670
C 0.9782 1.6654 6.5105
C 2.2427 2.1794 6.2630
C 3.0837 1.5149 5.3862
C 2.6928 0.3450 4.7314
C 3.6644 -0.2994 3.7929
Sb 3.3122 0.3408 1.7685
C 4.1620 2.2917 1.8935
C 4.8803 -0.6833 0.7633
H -2.3505 -0.8933 4.6832
H -3.0169 -0.0886 3.2358
H -1.9313 0.7974 4.3245
H -1.2117 -3.4630 3.0501
H -0.6913 -3.2360 1.3669
H -2.2978 -2.6926 1.8767
H 1.6347 -2.0113 3.8460
H 0.3004 -1.9967 4.9888
H -0.4042 0.0992 6.0804
H 0.3128 2.1504 7.2126
H 2.5830 3.0740 6.7677
H 4.0838 1.8972 5.2169
H 3.6113 -1.3873 3.8260
H 4.6842 -0.0156 4.0521
H 5.2389 2.2347 2.0455
H 3.7118 2.8245 2.7313
H 3.9613 2.8387 0.9733
H 5.7998 -0.6189 1.3440
H 5.0454 -0.2306 -0.2135
H 4.6159 -1.7306 0.6255
Cl 5.1867 -2.8915 -4.8137
C 4.3295 -1.8228 -3.7801
C 3.4642 -2.3326 -2.8115
Cl 3.2398 -4.0219 -2.6381
C 2.7888 -1.4480 -1.9893
Cl 1.6978 -2.0401 -0.7653
C 2.9251 -0.0582 -2.0816
O 2.2571 0.7321 -1.2790
C 3.7983 0.4282 -3.0620
Cl 3.9761 2.1325 -3.1817
C 4.4908 -0.4414 -3.8983
Cl 5.5518 0.1945 -5.0866
Br -0.1136 6.5881 3.7693
C 0.0352 4.9817 2.8163
C 0.5164 3.8399 3.4331
C 0.6171 2.6935 2.6712
N 0.2769 2.6176 1.3800
C -0.2147 3.7269 0.7974
C -0.3372 4.9259 1.4824
C -0.6101 3.6096 -0.6324
C -1.2965 4.6055 -1.3100
C -1.5954 4.4069 -2.6494
Br -2.5378 5.7218 -3.5982
C -1.1980 3.2407 -3.2822
C -0.5313 2.2950 -2.5279
N -0.2588 2.4686 -1.2329
H 0.8134 3.8215 4.4714
H 0.9911 1.7867 3.1342
H -0.7060 5.8130 0.9922
H -1.6119 5.5144 -0.8221
H -1.4072 3.0653 -4.3269
H -0.2049 1.3588 -2.9692
O -2.8807 -0.0651 0.8424
C -2.5982 -0.5523 -0.2463
N -3.4126 -1.2811 -1.0492
C -2.7645 -1.6700 -2.2943
C -1.3866 -1.0089 -2.0718
O -0.4640 -0.9843 -2.8686
N -1.3477 -0.4568 -0.8321
C -3.5322 -1.1300 -3.4917
C -4.8076 -1.6438 -3.7204
C -5.5889 -1.1621 -4.7556
C -5.0969 -0.1658 -5.5899
C -3.8235 0.3344 -5.3796
C -3.0420 -0.1434 -4.3338
C -2.5296 -3.1751 -2.4035
C -2.7887 -4.0298 -1.3413
C -2.5261 -5.3896 -1.4578
C -1.9944 -5.8971 -2.6310
C -1.7271 -5.0417 -3.6930
C -1.9950 -3.6885 -3.5825
H -4.4017 -1.3289 -0.8726
H -5.1853 -2.4432 -3.0919
H -6.5770 -1.5704 -4.9200
H -5.7006 0.2079 -6.4059
H -3.4261 1.0954 -6.0391
H -2.0374 0.2346 -4.2035
H -3.2010 -3.6384 -0.4206
H -2.7428 -6.0508 -0.6288
H -1.7914 -6.9556 -2.7234
H -1.3120 -5.4333 -4.6121
H -1.7876 -3.0219 -4.4096

***

96
Properties=species:S:1:pos:R:3 method="wB97M-V/def2-TZVPD" e_homo_ha="-0.465 / -0.455" orbital_gap_ev="5.74 / 4.68" total_charge=+2 e_above_lowest_kcal_mol=19.6
W -0.0651 -0.3518 -0.2258
Se -0.3469 -3.1090 -0.3937
Se 0.8337 -1.5636 1.9761
C -0.9999 -1.4527 2.2309
C -1.7186 -1.9000 3.3380
C -3.0904 -1.9585 3.2495
C -3.6965 -1.7082 2.0152
C -2.9294 -1.2643 0.9696
N -1.6128 -1.0150 1.1177
C 1.3133 -2.8822 -1.1594
C 2.1158 -3.9096 -1.6500
C 3.2637 -3.5737 -2.3245
C 3.5767 -2.2234 -2.4942
C 2.7624 -1.2709 -1.9396
N 1.6399 -1.5913 -1.2543
H -1.1822 -2.2422 4.2132
H -3.6838 -2.2620 4.1032
H -4.7529 -1.8754 1.8592
H -3.3468 -1.1236 -0.0152
H 1.8146 -4.9377 -1.5052
H 3.9084 -4.3427 -2.7295
H 4.4495 -1.9132 -3.0509
H 3.0091 -0.2316 -2.0295
Cl 3.9452 0.9393 1.9646
C 3.6168 1.5799 0.4122
C 4.5821 2.3909 -0.2332
C 4.3566 2.8731 -1.4880
Cl 5.5390 3.8658 -2.2420
C 3.1676 2.5394 -2.2004
C 2.8778 2.8846 -3.5392
C 1.7402 2.3954 -4.1133
C 0.8743 1.5788 -3.3549
N 1.0908 1.2870 -2.0990
C 2.2244 1.7469 -1.5367
C 2.4423 1.3058 -0.2224
O 1.4306 0.6048 0.3123
H 5.5070 2.6180 0.2789
H 3.5675 3.5027 -4.0994
H 1.4912 2.6159 -5.1417
H -0.0114 1.1513 -3.8038
S -0.7776 -0.9556 -2.4818
C -2.5340 -0.8121 -2.4982
C -3.2786 -1.7032 -3.2642
C -4.6513 -1.5216 -3.3774
C -5.2712 -0.4560 -2.7375
C -4.5257 0.4279 -1.9651
C -3.1561 0.2460 -1.8404
As -1.9837 1.4253 -0.8297
C -1.6015 2.7449 -2.1818
C -0.8659 3.8711 -1.8217
C -0.6162 4.8626 -2.7571
C -1.1026 4.7282 -4.0539
C -1.8336 3.6035 -4.4088
C -2.0928 2.6086 -3.4709
C -3.4224 2.3422 0.1198
C -3.9132 3.5253 -0.4125
C -5.0413 4.1159 0.1502
C -5.6703 3.5385 1.2397
C -5.1683 2.3586 1.7768
C -4.0527 1.7612 1.2149
H -2.7829 -2.5210 -3.7727
H -5.2344 -2.2128 -3.9720
H -6.3386 -0.3096 -2.8363
H -5.0210 1.2558 -1.4761
H -0.4994 3.9872 -0.8097
H -0.0467 5.7398 -2.4772
H -0.9195 5.5072 -4.7828
H -2.2095 3.4948 -5.4183
H -2.6790 1.7450 -3.7550
H -3.4479 3.9978 -1.2632
H -5.4236 5.0342 -0.2767
H -6.5481 4.0028 1.6696
H -5.6455 1.9044 2.6363
H -3.6854 0.8457 1.6419
C 0.6939 3.1279 1.9761
N 0.8548 4.1223 3.0231
C 1.4728 3.4713 4.1860
N 0.6411 2.3657 4.6659
C 0.4728 1.3988 3.5929
N -0.1588 1.9819 2.3761
C -1.4505 2.5639 2.8235
N -1.3200 3.5321 3.8983
C -0.4636 4.6234 3.4252
C -0.6702 2.8896 5.0438
H 1.6796 2.7521 1.7137
H 0.2443 3.6007 1.0995
H 1.5925 4.2044 4.9828
H 2.4541 3.0870 3.9039
H -0.1589 0.5848 3.9528
H 1.4462 1.0004 3.3147
H -2.0969 1.7464 3.1512
H -1.9067 3.0694 1.9769
H -0.3395 5.3539 4.2238
H -0.9403 5.1087 2.5707
H -1.2964 2.0672 5.3956
H -0.5558 3.6174 5.8464

***

no.,electronic energy (Eh)
1,-8120.26435
2,-7382.40465
3,-10073.39721
4,-10543.71617